# 1
Molecular formula: C28H42As2CaF12O21
Method: DFT, the ωB97M-V functional and the def2-TZVPD basis

Cartesian coordinates (Å):
Ca 0.1329 1.1170 -3.3707
As -0.0570 0.8832 0.1103
F 1.5157 0.1036 0.0580
F -0.5730 -0.2559 -1.1709
F -1.5147 1.8348 -0.0932
F 0.4593 2.0162 1.3119
F 0.5359 1.9128 -1.2580
F -0.7386 -0.2109 1.2188
As -3.0721 -0.8891 -4.6653
F -4.2786 0.3409 -4.3309
F -1.8655 -0.0918 -3.6199
F -1.8315 -1.9730 -5.2139
F -4.2687 -1.7013 -5.6743
F -2.4619 0.1921 -5.9477
F -3.6134 -1.7899 -3.3014
C 3.0244 0.2646 3.2849
C 3.7069 -0.8937 2.6254
C 4.2982 -0.6108 1.2094
O 5.5847 -1.2461 1.3368
C 5.8612 -1.5605 2.6209
O 6.7818 -2.2421 2.9776
O 4.9704 -1.0069 3.4038
H 3.3235 1.2598 2.9595
H 2.8454 0.1334 4.3473
H 2.0219 0.2433 2.8363
H 3.2340 -1.8546 2.8214
H 4.3236 0.4488 0.9707
H 3.7939 -1.2773 0.5103
C 5.3879 -2.1236 -2.9580
C 5.2073 -0.6365 -2.6284
C 5.7180 0.3570 -3.6724
O 4.6033 1.2177 -3.8922
C 3.5690 0.8186 -3.1576
O 2.4734 1.3168 -3.2403
O 3.8878 -0.1798 -2.3312
H 6.4101 -2.3565 -3.2548
H 4.7886 -2.3599 -3.8419
H 5.0931 -2.7450 -2.1159
H 5.7616 -0.5435 -1.6910
H 6.1520 -0.0589 -4.5750
H 6.4405 0.9218 -3.0797
C -1.6163 4.4499 5.1736
C -0.5318 3.7580 4.3861
C 0.5428 3.1065 5.2716
O 0.4340 1.7097 5.0248
C -0.5025 1.4937 4.0948
O -0.9447 0.4177 3.8098
O -1.0612 2.6440 3.6642
H -2.4359 4.8615 4.5795
H -1.1874 5.3180 5.6792
H -2.1089 3.7773 5.8780
H -0.0134 4.4697 3.7407
H 0.3781 3.2685 6.3364
H 1.5037 3.5210 4.9643
C -4.7251 -1.2857 0.9308
C -5.1998 0.1242 0.6247
C -4.1781 1.2733 0.6789
O -4.3412 1.8233 -0.6203
C -5.3586 1.3034 -1.3122
O -5.7097 1.6147 -2.3866
O -5.8308 0.1802 -0.6531
H -3.9929 -1.6000 0.1821
H -5.6174 -1.9023 0.8521
H -4.1862 -1.3019 1.8789
H -6.0366 0.3444 1.2968
H -3.1608 0.8912 0.7313
H -4.4221 1.9025 1.5309
C -2.3714 -4.2786 0.3686
C -1.3819 -3.3388 1.0312
C -0.9469 -3.7857 2.4384
O 0.2021 -4.5900 2.1868
C 0.8208 -4.0020 1.1597
O 1.9821 -4.0448 0.8810
O -0.0873 -3.3253 0.4466
H -2.4722 -3.9126 -0.6569
H -3.3171 -4.2490 0.9035
H -2.0101 -5.3056 0.2910
H -1.8519 -2.3615 1.1227
H -1.6493 -4.3904 3.0112
H -0.6474 -2.9422 3.0685
C -0.7721 -5.1147 -3.6985
C 0.4231 -4.5035 -2.9883
C 1.7754 -4.4842 -3.7329
O 2.1425 -3.0685 -3.7755
C 1.1315 -2.3605 -3.2667
O 1.1086 -1.1548 -3.3176
O 0.1612 -3.1041 -2.8208
H -1.1863 -4.6903 -4.6151
H -1.6287 -4.9983 -3.0255
H -0.7355 -6.1908 -3.8776
H 0.5350 -4.9152 -1.9880
H 1.7757 -4.8859 -4.7435
H 2.5958 -4.9679 -3.2066
C 0.0367 5.7484 0.2806
C -1.4861 5.7864 0.0766
C -2.2859 4.5398 0.2790
O -3.3900 4.9855 1.0844
C -3.1087 6.2223 1.6260
O -3.7785 6.6262 2.5178
O -2.0187 6.7305 1.0359
H 0.4040 5.5080 1.2752
H 0.4115 6.7107 -0.0617
H 0.4178 4.9609 -0.3773
H -1.7087 6.3228 -0.8483
H -1.7999 3.6988 0.7579
H -2.6182 4.1870 -0.6981

For the total energy, the calculation gives -245451.77712 eV. As for the spin multiplicity: 1. The calculation puts the strongest force on any atom at 3.5 eV/A. For the LUMO energy, the calculation gives -1.341 eV.

# 2
Molecular formula: C28H42AsGeN4O4S4SeW
Method: DFT, the ωB97M-V functional and the def2-TZVPD basis

Cartesian coordinates (Å):
W -0.0675 -0.5395 -0.4524
C -2.7237 2.3385 0.6191
C -1.3912 2.2221 1.3566
C -0.7788 3.6185 1.4965
C -1.6170 1.6143 2.7441
O -0.5405 1.3457 0.5663
Ge 1.3107 1.8745 0.0547
O 0.6949 1.8444 -1.6936
C 1.2805 2.6609 -2.7402
C 2.2735 1.8319 -3.5514
C 0.1856 3.1941 -3.6648
C 2.0263 3.8488 -2.1271
O 2.0640 -0.0413 -0.1015
C 3.4983 -0.3884 0.0417
C 4.0514 -0.7232 -1.3474
C 4.2766 0.7768 0.6579
C 3.6980 -1.6040 0.9601
H -2.5481 2.7323 -0.3802
H -3.1776 1.3548 0.5395
H -3.4065 3.0019 1.1442
H -1.4785 4.2759 2.0055
H -0.5667 4.0359 0.5112
H 0.1473 3.5887 2.0712
H -2.3875 2.1743 3.2682
H -0.7044 1.6403 3.3357
H -1.9422 0.5794 2.6512
H 1.7676 1.0459 -4.1053
H 2.9906 1.3675 -2.8802
H 2.8086 2.4706 -4.2474
H -0.2643 2.3806 -4.2210
H 0.6263 3.8859 -4.3781
H -0.5790 3.7187 -3.0957
H 2.9045 3.4996 -1.5793
H 1.3800 4.3843 -1.4307
H 2.3474 4.5292 -2.9108
H 4.2795 0.1815 -1.9066
H 3.3246 -1.3103 -1.9108
H 4.9598 -1.3104 -1.2562
H 4.1500 1.6922 0.0768
H 5.3315 0.5179 0.6759
H 3.9488 0.9539 1.6801
H 3.4662 -2.5343 0.4500
H 3.0914 -1.5375 1.8590
H 4.7411 -1.6419 1.2636
S -0.0496 -4.2779 -3.1389
As -0.5005 -2.8346 -1.5505
S 0.7470 -0.8696 -2.6492
S 0.9942 -2.7657 0.0580
S -1.9449 -4.5008 -0.9375
Se 0.0783 -5.8482 5.0867
N -1.1364 -5.2921 3.9376
C -0.7991 -4.0993 3.4930
C -1.5684 -3.3427 2.5454
C -2.8212 -3.7195 2.1088
C -3.5033 -2.8656 1.2322
C -2.8392 -1.7845 0.7100
N -1.5709 -1.4155 1.0100
C -0.9820 -2.1372 2.0545
C 0.1898 -1.6122 2.6149
N 0.6465 -0.4110 2.0996
C 1.5471 0.2327 2.8453
C 2.1556 -0.2699 3.9776
C 1.8449 -1.5696 4.3842
C 0.8537 -2.2531 3.7092
C 0.4047 -3.5662 4.0603
N 1.0118 -4.3511 4.9299
H -3.2491 -4.6502 2.4394
H -4.4980 -3.1029 0.8944
H -3.3338 -1.1554 -0.0184
H 1.8031 1.2398 2.5152
H 2.8748 0.3286 4.5122
H 2.3461 -2.0297 5.2209
C -2.1407 0.7611 -3.5347
C -2.6931 -0.0678 -2.3724
C -3.0517 -1.4660 -2.9136
C -4.0164 0.5898 -1.9219
O -1.7057 -0.1242 -1.3229
H -1.1788 0.3561 -3.8452
H -2.8229 0.7214 -4.3786
H -2.0228 1.7946 -3.2229
H -3.8764 -1.3778 -3.6154
H -3.3637 -2.1461 -2.1169
H -2.2147 -1.9182 -3.4567
H -4.7319 0.5016 -2.7361
H -3.8882 1.6460 -1.7061
H -4.4453 0.1015 -1.0496

Its expectation value of S² is 0.76. For the total energy, the calculation gives -271735.07564 eV. As for the spin multiplicity: 2. The value obtained for the energy above the lowest of the compared OMol25 structures with the same formula, charge and spin is 94.7 kcal/mol. The calculation puts the strongest force on any atom at 3.6 eV/A. For the LUMO energy (alpha / beta), the calculation gives -1.508 / -1.511 eV.

# 3
Molecular formula: C28H42I2N12OSTi
Method: DFT, the ωB97M-V functional and the def2-TZVPD basis

Cartesian coordinates (Å):
Ti -0.4392 0.0074 0.1982
N 1.7277 2.8090 -0.1191
C 1.3155 2.5860 1.1381
N 1.8130 3.3654 2.0806
C 1.4150 3.0943 3.3321
N 1.9672 3.7998 4.3204
N 0.5000 2.1713 3.6605
C 0.0011 1.4867 2.6426
N 0.4217 1.5816 1.3538
C -1.1002 0.5822 2.8853
C -1.5866 0.3664 4.1806
C -2.7160 -0.3912 4.3703
C -3.3488 -0.9288 3.2377
C -2.8011 -0.7275 1.9992
N -1.6733 0.0003 1.7885
H 2.3118 3.6104 -0.2838
H 1.4335 2.2164 -0.8772
H 2.6086 4.5413 4.1001
H 1.6377 3.6781 5.2613
H -1.0713 0.8436 4.9995
H -3.1192 -0.5570 5.3573
H -4.2509 -1.5146 3.3316
H -3.2419 -1.1644 1.1108
C -0.6587 -3.6960 3.2150
N 0.5468 -2.9042 3.0359
C 1.3618 -2.6513 4.2247
C 2.3096 -1.5353 3.7883
N 1.8367 -1.1957 2.4541
C 2.7587 -0.5221 1.5755
C 0.8437 -2.0341 2.0421
N 0.3053 -1.8939 0.8464
C -0.5581 -2.9463 0.3077
C -0.8350 -2.6349 -1.1463
N -1.4086 -1.2954 -1.2133
C -1.9429 -0.8315 -2.3173
N -2.6036 0.3887 -2.2987
C -3.5564 0.6796 -1.2353
C -3.0552 0.7225 -3.6544
C -2.7857 -0.5436 -4.4632
N -1.9223 -1.3184 -3.5772
C -1.3465 -2.5211 -4.1398
H -0.6422 -4.0804 4.2332
H -0.6948 -4.5496 2.5409
H -1.5575 -3.0868 3.1048
H 1.8857 -3.5586 4.5308
H 0.7119 -2.3346 5.0446
H 3.3485 -1.8726 3.7404
H 2.2621 -0.6641 4.4447
H 3.0283 0.4460 2.0026
H 2.2982 -0.3540 0.6052
H 3.6763 -1.1107 1.4509
H -1.5233 -2.9944 0.8240
H -0.0857 -3.9331 0.3761
H -1.5128 -3.3912 -1.5572
H 0.1169 -2.7083 -1.6939
H -3.0694 0.7038 -0.2647
H -4.3801 -0.0429 -1.2226
H -3.9527 1.6769 -1.4044
H -2.4976 1.5786 -4.0393
H -4.1126 0.9843 -3.6416
H -2.2582 -0.3327 -5.3936
H -3.6897 -1.1109 -4.7042
H -0.8640 -2.2668 -5.0844
H -2.1294 -3.2567 -4.3438
H -0.6050 -2.9592 -3.4899
I -3.9686 2.8379 2.1681
C -3.3463 4.4516 0.9453
I -1.8999 3.9202 -0.5232
H -2.8964 5.2068 1.5767
H -4.2103 4.8444 0.4230
C 2.8951 -1.5175 -1.9092
S 1.5861 -0.4567 -2.5307
O 1.0614 0.2559 -1.2811
C 2.5189 0.7537 -3.4186
C 3.5100 1.5149 -2.8032
C 4.1950 2.4498 -3.5557
C 3.9009 2.6086 -4.9054
C 2.9165 1.8448 -5.5099
C 2.2098 0.9126 -4.7615
H 3.6912 -0.9281 -1.4609
H 3.2805 -2.0982 -2.7447
H 2.4349 -2.1698 -1.1680
H 3.7322 1.3864 -1.7515
H 4.9683 3.0508 -3.0986
H 4.4470 3.3373 -5.4869
H 2.6979 1.9706 -6.5597
H 1.4294 0.3187 -5.2151

Its expectation value of S² is 2.02. For the total energy, the calculation gives -99789.88938 eV. As for the spin multiplicity: 3. The value obtained for the energy above the lowest of the compared OMol25 structures with the same formula, charge and spin is 0.0 kcal/mol. The calculation puts the strongest force on any atom at 1.5 eV/A. Its total charge is +2. For the LUMO energy (alpha / beta), the calculation gives -4.983 / -5.127 eV.

Among the records above, which one has the highest total energy?
C28H42I2N12OSTi